{"formula": "C6H15GaO3", "method": "the ωB97M-V functional and the def2-TZVPD basis", "elements": ["Ga", "O", "O", "O", "C", "C", "C", "C", "C", "C", "H", "H", "H", "H", "H", "H", "H", "H", "H", "H", "H", "H", "H", "H", "H"], "coordinates": [[0.07134, -0.39558, 0.61220], [0.35278, -1.95439, -0.59891], [-0.28151, 1.39151, 1.37597], [0.19796, 0.58303, -1.05879], [-0.40519, 2.38844, 0.41364], [0.55513, -1.59718, -1.96285], [0.15338, -0.17673, -2.24672], [0.58113, -3.32817, -0.30096], [-0.35780, 1.89100, -1.01712], [-0.44052, 1.24101, 3.44834], [0.85123, 0.27306, -2.96745], [-1.53120, 1.39073, 3.48826], [-0.03849, 2.25963, 3.54451], [-1.37088, 1.83996, -1.44313], [1.36958, -3.72957, -0.95330], [-0.35107, -3.88932, -0.45563], [-0.05101, 0.82445, 4.38358], [-0.04272, -2.27794, -2.58551], [-0.24355, -0.04655, 2.95300], [-0.86869, -0.14166, -2.65117], [0.42375, 3.10507, 0.55956], [-1.34778, 2.94606, 0.55413], [0.27712, 2.53632, -1.64166], [0.87774, -3.38676, 0.74973], [1.61929, -1.74640, -2.19974]], "charge": 2, "energy_ev": -64961.055, "e_homo_ev": [-17.81, -17.82], "homo_lumo_gap_ev": [7.08, 7.09]}



{"formula": "C27H52FI2N2O6S4", "method": "the ωB97M-V functional and the def2-TZVPD basis", "elements": ["I", "I", "S", "S", "S", "S", "F", "O", "O", "O", "O", "O", "O", "N", "N", "C", "C", "C", "C", "C", "C", "C", "C", "C", "C", "C", "C", "C", "C", "C", "C", "C", "C", "C", "C", "C", "C", "C", "C", "C", "C", "C", "H", "H", "H", "H", "H", "H", "H", "H", "H", "H", "H", "H", "H", "H", "H", "H", "H", "H", "H", "H", "H", "H", "H", "H", "H", "H", "H", "H", "H", "H", "H", "H", "H", "H", "H", "H", "H", "H", "H", "H", "H", "H", "H", "H", "H", "H", "H", "H", "H", "H", "H", "H"], "coordinates": [[-4.42175, -1.67896, -2.15012], [-3.00508, 3.09790, -1.84158], [3.88218, 2.13415, 5.43087], [0.88317, -7.49054, -3.80462], [-1.82102, -3.59481, -6.71147], [6.09914, 6.08394, 8.79563], [-0.42623, 1.67004, -2.54217], [4.75185, 6.00648, 8.16763], [-2.09663, -2.26511, -6.09050], [-0.16140, -6.45917, -4.07156], [-3.28907, -0.91195, 3.29259], [-1.61327, -2.37079, 3.07044], [4.21509, 1.91619, 3.99381], [-0.98376, -0.11612, -1.21243], [-4.00097, 0.31579, 0.82379], [2.11464, 1.85912, 5.60072], [-3.16512, 1.01279, -1.69380], [-1.19190, -0.31621, -3.72458], [-5.67012, 3.43390, 0.86095], [-0.18109, -0.86888, -0.42005], [-5.19507, 1.05131, -3.19355], [1.93103, 0.97455, 0.20470], [-2.34759, -4.83089, -5.53118], [-2.24241, 0.24625, -0.81740], [-1.35501, 0.66681, -4.87551], [1.90983, 0.54299, 1.68444], [1.19439, -1.29424, -0.84900], [-0.64940, -1.27691, 0.80963], [-4.16523, 0.40279, -2.32503], [2.45175, -6.78774, -4.32393], [-5.39195, 2.18301, 1.71124], [-1.89858, -0.90552, 1.26288], [0.76491, -8.69970, -5.12445], [7.22662, 5.18851, 7.72067], [2.26311, -0.15912, -0.76047], [-3.98210, 1.61107, 1.54840], [-2.71347, -0.11709, 0.44719], [6.75360, 7.71631, 8.43698], [-2.25547, -1.47282, 2.62071], [3.82631, 3.90219, 5.70360], [-0.06237, -3.90194, -6.52730], [-0.45067, 0.30164, -2.53936], [0.97263, 0.82828, 2.16326], [0.79211, -8.19168, -6.08849], [-6.36184, 4.09133, 1.38217], [0.15775, -4.91810, -6.85193], [-0.03337, -1.90243, 1.43376], [-6.12362, 1.41261, 1.47107], [2.41349, 0.26331, -1.75356], [-3.93508, -1.59352, 3.52566], [1.58863, -9.40791, -5.04000], [-2.05123, -5.81815, -5.88003], [-0.56710, -1.12876, -4.09410], [0.46662, -3.18890, -7.15720], [-3.32536, 2.28154, 0.99542], [3.22750, -7.55036, -4.26248], [-3.43214, -4.77624, -5.45294], [6.68385, 7.90969, 7.36669], [2.36400, -6.41111, -5.34314], [-1.74568, 0.13043, -5.73475], [3.20022, -0.60570, -0.43415], [6.95772, 4.13477, 7.76232], [-5.52764, 2.43398, 2.76216], [-4.39435, -0.38985, 1.43025], [1.49732, -2.12606, -0.22157], [1.16824, -1.66068, -1.87317], [3.46678, 4.10856, 6.71136], [-4.75477, 3.99699, 0.69469], [3.17688, 4.36744, 4.96169], [0.22153, -3.77100, -5.48314], [-4.82459, 1.14750, -4.21470], [6.15292, 8.43976, 8.98363], [2.71279, 1.01671, 2.24092], [-6.07831, 0.42035, -3.24975], [2.68936, -5.97097, -3.64571], [-0.18088, -9.22433, -5.00826], [2.72354, 1.71405, 0.08921], [1.80355, 2.12227, 6.61126], [-1.89022, -4.62927, -4.56438], [7.12768, 5.55831, 6.69980], [-2.13863, -0.74228, -3.41985], [7.78908, 7.77143, 8.77210], [-5.50658, 2.01311, -2.79529], [1.92468, 0.80235, 5.42262], [-3.52438, 1.48358, 2.53305], [2.01115, -0.53884, 1.77729], [1.58262, 2.46343, 4.86535], [1.01982, 1.50582, -0.07689], [-0.38775, 1.09042, -5.14616], [0.58354, 0.00330, -2.59626], [4.83556, 4.29252, 5.60158], [8.24783, 5.31875, 8.07772], [-2.00193, 1.50131, -4.61156], [-6.10870, 3.14777, -0.09196]], "charge": 1, "energy_ev": -106358.152, "e_homo_ev": -10.36, "homo_lumo_gap_ev": 6.29}



{"formula": "C14H11FeN2O7", "method": "the ωB97M-V functional and the def2-TZVPD basis", "elements": ["Fe", "O", "O", "O", "O", "O", "O", "O", "N", "N", "C", "C", "C", "C", "C", "C", "C", "C", "C", "C", "C", "C", "C", "C", "H", "H", "H", "H", "H", "H", "H", "H", "H", "H", "H"], "coordinates": [[0.83728, 0.53278, 0.96335], [3.52106, 3.65859, 1.04836], [-1.42226, -2.11996, 2.82793], [-0.10271, -0.36829, 2.39617], [1.87594, 1.17518, -0.82612], [3.15210, 2.81324, -1.61260], [-0.33518, 1.37103, -2.84173], [1.98826, 2.09672, 1.63143], [1.12175, -1.47814, 0.49518], [-1.15966, 1.06014, 0.26178], [2.18852, -3.26066, -0.55829], [0.55710, -3.74316, 1.07999], [2.01592, -1.89682, -0.36474], [2.77625, 2.72179, 0.80714], [-0.78371, 0.38273, -2.01034], [-2.96061, 1.52763, -1.29135], [-0.53955, -1.59908, 2.21630], [-1.91233, 1.58906, 1.25324], [-3.20259, 2.06534, 1.00003], [0.37674, -2.36035, 1.19037], [-3.69376, 2.04685, -0.29600], [-1.65287, 1.05860, -0.96199], [2.62173, 2.24423, -0.67986], [1.50381, -4.20743, 0.14027], [1.86331, -5.25323, 0.04059], [-1.38685, -0.33534, -2.60334], [0.00756, -0.18442, -1.51331], [-1.42023, 1.54301, 2.22481], [2.88780, -3.58539, -1.33839], [0.56962, 1.42398, -2.59315], [-3.77368, 2.54765, 1.77146], [2.64206, -1.09927, -0.79173], [-3.34670, 1.63955, -2.28850], [-4.69281, 2.43145, -0.42330], [-0.12129, -4.43805, 1.64635]], "charge": -1, "energy_ev": -66400.825, "s_squared": 6.015, "e_homo_ev": [-5.05, -4.80], "e_above_lowest_kcal_mol": 2.2, "homo_lumo_gap_ev": [7.68, 7.40], "multiplicity": 5}